# C6H13N

A single C6H13N molecule (wB97M-V/def2-TZVPD, the Open Molecules 2025 dataset).

Geometry as XYZ:
```
20
Properties=species:S:1:pos:R:3:forces:R:3
C -2.5769 -0.0675 -0.6897 -0.6323 1.6746 -1.0584
C -1.3157 0.0115 0.1513 0.5393 -1.2231 0.3331
C -0.1001 -0.4383 -0.6235 1.2071 1.0853 -3.0060
C 1.2634 -0.3740 0.0669 1.2688 -2.4913 2.2135
C 1.5908 -1.0248 1.2248 0.3741 0.8953 0.3823
C 2.4792 0.2637 -0.5791 -2.3605 1.9329 -2.6498
N -1.1822 1.3269 0.7171 0.6113 1.9820 -0.7102
H -2.2917 0.6495 -1.5399 -1.1533 -0.4534 0.9939
H -2.8851 -0.9781 -1.2615 0.6736 0.2625 1.0849
H -3.4448 0.3048 -0.0449 1.0891 -0.3404 -1.2607
H -1.3863 -0.6876 0.9718 -0.1723 -0.2623 0.5666
H -0.4429 -1.3068 -1.2196 0.9485 -0.5458 0.8391
H 0.1195 0.2329 -1.5370 -0.8790 -0.1932 1.1824
H 1.0276 -1.7925 1.7501 -0.6439 0.4024 -0.2094
H 2.5207 -0.7594 1.8434 -1.0653 -0.4932 -1.5390
H 2.4736 -0.0274 -1.6929 0.1439 0.5392 1.5233
H 3.4063 0.0254 -0.1707 1.3042 -0.9327 0.8638
H 2.4450 1.3842 -0.5204 -0.2223 -0.6958 -0.3957
H -1.0388 1.9921 -0.0764 -0.6305 -0.5390 0.5832
H -0.2718 1.4501 1.1729 -0.4006 -0.6041 0.2631
```
Forces are in eV/Å.

Multiplicity: 1
LUMO (hartree): 0.0351
Gap between HOMO and LUMO (eV): 10.07
Energy relative to the best compared isomer or geometry (same formula, charge and spin) (kJ/mol): 157.2
E_tot (Ha): -291.0989
Net charge: 0



# C6H13N

A single C6H13N molecule (wB97M-V/def2-TZVPD, the Open Molecules 2025 dataset).

Geometry as XYZ:
```
20
Properties=species:S:1:pos:R:3:forces:R:3
C 1.3134 1.7065 0.8895 -0.9168 0.3962 -0.8575
C 0.0126 0.9437 0.6715 -0.3150 -0.7786 -0.6982
C -0.0745 0.2073 -0.7030 0.7352 0.7951 1.3625
C -1.9249 -0.9483 -1.7793 -1.5449 0.0486 0.5694
C -1.0939 -0.8953 -0.7482 0.6281 0.4952 -0.5170
C -1.0960 -1.8988 0.3675 0.4836 -1.1506 -0.6018
N 2.4983 0.8342 0.8882 -0.4443 0.3238 0.5986
H 1.1437 2.3209 1.7756 0.6068 -0.2043 0.3125
H 1.3925 2.4341 0.0710 0.1567 -0.0446 0.0012
H -0.8553 1.5998 0.6634 0.0280 0.3475 0.3565
H -0.1487 0.2201 1.4730 0.1210 0.0836 0.1624
H -0.1937 1.0139 -1.4240 -0.4488 -0.3111 -0.4623
H 0.9124 -0.2054 -0.9369 -0.0249 -0.2877 0.0205
H -2.2503 -0.0337 -2.2602 0.7795 -0.0533 -0.7320
H -2.6298 -1.7659 -1.9012 0.0772 -0.1086 0.1171
H -0.2032 -1.8954 0.9894 -0.1613 0.6010 0.3467
H -2.0283 -1.7988 0.9205 0.2577 -0.0021 0.3768
H -1.0431 -2.9305 -0.0013 -0.4710 0.1164 -0.3157
H 2.1628 -0.1176 0.7911 0.2409 -0.0945 0.0448
H 2.9232 0.8975 1.8054 0.2125 -0.1720 -0.0846
```
Forces are in eV/Å.

Multiplicity: 1
LUMO (hartree): 0.0376
Gap between HOMO and LUMO (eV): 10.13
Energy relative to the best compared isomer or geometry (same formula, charge and spin) (kJ/mol): 103.2
E_tot (Ha): -291.1195
Net charge: 0



# C6H13N

A single C6H13N molecule (wB97M-V/def2-TZVPD, the Open Molecules 2025 dataset).

Geometry as XYZ:
```
20
Properties=species:S:1:pos:R:3:forces:R:3
C 0.0586 0.6283 2.1757 2.8984 -1.9249 -2.1761
C -1.0029 0.7880 1.0641 1.7197 3.0102 -0.1856
N 0.3084 -1.7274 0.5623 0.3466 -1.7566 -2.2883
C -0.2565 -0.9230 -0.5964 1.3477 2.2453 2.9623
C -0.5231 0.4050 -0.3124 0.9225 -1.5123 0.0892
C 0.1975 1.5199 -1.0839 -1.9370 -0.8616 -1.4265
C -0.0417 -1.4603 -1.9459 0.2748 2.4894 -2.6799
H -0.0662 -0.3998 2.5966 0.2719 1.0268 0.1766
H 1.1698 0.6886 1.6551 -2.5699 -0.3777 1.1567
H 0.2076 1.2943 2.9705 -0.7662 1.2972 1.0828
H -1.1484 1.9397 0.9069 -0.6403 -2.0502 0.8399
H -1.8725 0.2199 1.3119 -0.8298 0.1153 0.2285
H 0.6023 -1.2569 1.4304 -0.3754 -0.1021 -1.6189
H 1.1322 -2.3419 0.2158 -2.2229 1.3593 0.7131
H 1.2494 1.5636 -0.8051 0.0924 -0.0336 0.2890
H -0.2883 2.5008 -0.8491 0.4689 -0.6806 -0.8048
H 0.1653 1.1843 -2.1684 0.0609 1.3751 1.1385
H -0.8633 -1.6952 -2.6570 -0.2950 -0.3467 1.3990
H 0.5645 -2.2958 -1.7890 1.2534 -1.4085 -0.7643
H 0.4073 -0.6320 -2.6823 -0.0207 -1.8638 1.8687
```
Forces are in eV/Å.

Multiplicity: 1
LUMO (hartree): 0.0347
Gap between HOMO and LUMO (eV): 8.07
Energy relative to the best compared isomer or geometry (same formula, charge and spin) (kJ/mol): 314.0
E_tot (Ha): -291.0392
Net charge: 0



# C6H13N

A single C6H13N molecule (wB97M-V/def2-TZVPD, the Open Molecules 2025 dataset).

Geometry as XYZ:
```
20
Properties=species:S:1:pos:R:3:forces:R:3
C -2.5657 1.1148 -0.0282 -1.3747 3.1255 0.3683
C -1.2422 0.4801 -0.3846 1.9761 3.0448 1.3170
C -0.0393 0.8043 0.6742 1.2154 -2.4455 -5.1370
C 1.3894 0.0102 0.2433 -0.6851 1.2168 1.0595
C 2.4730 -2.1383 0.9211 -2.4255 -0.2630 -0.8636
C 1.3098 -1.5008 0.5771 0.8067 1.6689 -0.0141
N -0.8844 0.8165 -1.7172 2.2694 -2.5453 -1.4816
H -2.4135 2.0978 0.5844 -0.2823 -1.7531 -0.8073
H -3.4489 0.5750 0.4159 1.5062 -0.0581 -0.0981
H -2.9865 1.4925 -0.9860 0.0747 -0.1757 0.5127
H -1.3943 -0.5082 -0.3545 -0.3260 -4.0095 0.2069
H -0.2618 0.3036 1.5142 -1.0302 -1.3925 3.4861
H 0.0439 1.8291 0.8272 0.4092 1.8160 0.1241
H 1.6808 0.0532 -0.8451 -0.7427 0.2391 0.9267
H 2.2611 0.5015 0.7699 -0.8993 -0.4871 -0.3881
H 2.6872 -3.1898 0.7053 -0.5154 0.1272 0.8032
H 3.2585 -1.5745 1.3909 0.4432 0.4033 -0.5725
H 0.2171 -1.7372 0.4176 1.6958 -1.3187 -0.2181
H -1.2123 1.6042 -2.1797 -0.5346 1.3567 -0.5779
H -0.1905 0.2153 -2.2571 -1.5809 1.4502 1.3537
```
Forces are in eV/Å.

Multiplicity: 1
LUMO (hartree): 0.0419
Gap between HOMO and LUMO (eV): 9.68
Energy relative to the best compared isomer or geometry (same formula, charge and spin) (kJ/mol): 281.7
E_tot (Ha): -291.0514
Net charge: 0